*P*
A cluster of 6 separate species, C12H36O12 in total, computed with ωB97M-V/def2-TZVPD.

Each line ends with the natural charge from an NBO analysis.
Atoms and positions in Å:
O  -1.26826  -0.30255  1.31294  -0.73
O  -5.67564  -3.15656  6.26631  -0.70
O  4.07931  -2.55718  2.97514  -0.71
O  7.11527  -1.87313  3.70650  -0.72
O  1.25735  5.99701  -2.02415  -0.73
O  -1.47864  5.32112  -1.69067  -0.74
O  0.76836  -3.19844  -2.33303  -0.72
O  -1.21845  -5.56040  -1.56383  -0.72
O  -5.24848  -1.67742  3.66573  -0.74
O  1.20395  -0.13996  0.35998  -0.73
O  -1.47903  2.73437  -5.33794  -0.72
O  1.23596  2.64383  -5.00579  -0.73
C  6.49257  -2.02935  2.48719  -0.09
C  -0.16598  -4.90395  -0.91230  -0.09
C  0.56461  6.24011  -0.78287  -0.08
C  0.97424  -4.47919  -1.87659  -0.09
C  0.65996  1.79487  -5.87784  -0.08
C  0.38209  1.03862  0.29987  -0.12
C  5.31752  -3.08877  2.56811  -0.10
C  -0.77500  1.47352  -5.40331  -0.08
C  -6.04535  -1.81375  6.08081  -0.08
C  -0.95064  6.49944  -1.17068  -0.08
C  -5.17216  -1.10028  4.98266  -0.09
C  -1.16925  0.68534  0.29359  -0.09
H  0.68774  5.46939  -0.02199  0.17
H  -2.42258  5.32431  -1.51587  0.47
H  1.28136  -0.44148  -0.54815  0.48
H  -1.12785  7.28490  -1.90536  0.17
H  -5.37478  -0.03563  4.86613  0.16
H  6.21174  -1.03540  2.13895  0.16
H  2.15136  2.83756  -5.22054  0.48
H  -7.10009  -1.64425  5.86426  0.16
H  -1.30633  0.94914  -6.19755  0.19
H  0.74023  1.51046  1.21486  0.18
H  5.62717  -3.88066  3.25011  0.19
H  0.88347  -5.20327  -2.68626  0.17
H  -4.12435  -1.09579  5.28296  0.16
H  6.59016  -1.33280  4.30140  0.47
H  -1.99467  -4.99712  -1.52149  0.47
H  3.76301  -1.99049  2.26774  0.47
H  1.96955  -4.56493  -1.44059  0.16
H  0.62018  -3.33263  -3.27198  0.47
H  0.49255  2.31754  -6.81959  0.15
H  -5.82373  -1.16458  6.92790  0.18
H  -1.80252  1.54952  0.49425  0.18
H  -0.47095  -4.08386  -0.26227  0.18
H  1.23806  0.89671  -6.09510  0.15
H  0.86655  5.25065  -2.48438  0.48
H  -0.71937  0.86191  -4.50279  0.16
H  0.78585  7.18205  -0.28098  0.18
H  -5.53356  -3.49008  5.37739  0.48
H  5.32719  -3.69412  1.66172  0.16
H  -4.44425  -1.40294  3.21910  0.48
H  0.62920  1.84053  -0.39581  0.18
H  0.23355  -5.67722  -0.25614  0.17
H  7.26984  -2.31791  1.77960  0.18
H  -1.48798  0.29949  -0.67473  0.16
H  -0.42228  -0.75595  1.33187  0.48
H  -1.10815  3.25738  -4.62344  0.47
H  -1.50982  6.76246  -0.27277  0.15

Properties
Lowest unoccupied orbital energy   0.13 eV
Charge   0
Orbital gap   0.3675 Ha
SMILES   OCCO.OCCO.OCCO.OCCO.OCCO.OCCO

***

*Q*
A cluster of 6 separate species, C12H36O12 in total, computed with ωB97M-V/def2-TZVPD.

Each line ends with the natural charge from an NBO analysis.
Atoms and positions in Å:
O  8.78555  11.25796  16.03182  -0.71
O  6.58402  10.24414  14.38955  -0.71
O  6.45806  12.72924  7.82399  -0.74
O  9.78054  9.58912  8.83062  -0.79
O  5.30916  10.55504  8.83731  -0.74
O  7.17152  5.88436  13.51773  -0.69
O  8.13923  5.22710  10.57080  -0.74
O  8.66398  7.17876  8.69466  -0.78
O  7.94256  9.60958  10.93886  -0.76
O  5.35890  8.03176  10.17957  -0.72
O  10.19021  12.01826  7.29746  -0.74
O  9.26340  8.51548  6.06793  -0.74
C  4.84202  8.15910  8.90488  -0.09
C  8.86524  5.48360  11.74476  -0.10
C  9.47922  7.12198  6.36752  -0.09
C  10.27701  9.48930  10.10477  -0.08
C  5.52142  9.34006  8.15329  -0.11
C  8.22923  6.41922  12.73639  -0.12
C  8.42449  6.69362  7.36542  -0.10
C  7.38856  11.33876  14.00586  -0.09
C  8.79364  11.17716  14.64136  -0.07
C  7.66914  12.32658  7.18064  -0.09
C  9.01362  12.64318  7.87128  -0.07
C  9.30124  10.17512  11.08130  -0.09
H  7.69738  11.24668  7.03520  0.14
H  9.64110  11.62000  16.27386  0.47
H  6.28330  8.27608  10.09362  0.48
H  8.36128  5.60568  7.34300  0.18
H  5.03983  9.51150  7.19061  0.18
H  9.48885  11.95374  14.32251  0.16
H  5.81152  10.31118  13.82355  0.47
H  8.43212  6.41772  9.23193  0.52
H  6.44398  5.90902  12.89190  0.45
H  10.18660  11.07922  7.49694  0.48
H  9.69936  10.07864  12.09139  0.18
H  7.46594  10.07874  10.25016  0.48
H  7.95424  7.36294  12.26537  0.19
H  9.44844  9.12020  6.79019  0.48
H  7.47660  11.41256  12.92193  0.17
H  6.88620  12.22072  14.40324  0.17
H  9.33460  8.76120  8.63747  0.51
H  9.22831  13.71146  7.89948  0.18
H  9.78440  5.89766  11.33025  0.18
H  11.25872  9.96238  10.08199  0.18
H  8.94901  6.62026  13.52986  0.19
H  10.43744  8.43324  10.32182  0.17
H  9.35099  10.29043  14.33944  0.16
H  6.00128  11.93648  8.11467  0.50
H  9.14502  4.57048  12.27014  0.17
H  5.08862  7.25944  8.34107  0.16
H  8.90148  12.24200  8.87854  0.14
H  3.75290  8.19790  8.92592  0.18
H  7.79182  12.65198  6.14760  0.17
H  9.26764  11.23256  10.81904  0.18
H  9.39228  6.58210  5.42462  0.19
H  7.24152  4.97120  10.79493  0.48
H  4.41998  10.50846  9.19619  0.48
H  10.51456  7.03608  6.69736  0.18
H  6.59250  9.29326  7.95658  0.19
H  7.47404  7.10340  7.02362  0.17

Properties
Lowest unoccupied orbital energy   0.22 eV
Charge   0
Orbital gap   0.3568 Ha
SMILES   OCCO.OCCO.OCCO.OCCO.OCCO.OCCO

***

Most stable structure, least stable structure: *Q*, *P*.

***

*P*
The molecule C3H9N3O, computed with ωB97M-V/def2-TZVPD.

Each line ends with the natural charge from an NBO analysis.
Atoms and positions in Å:
O  0.24684  -2.07289  -0.25087  -0.41
N  -1.15165  1.46674  -0.12868  -0.85
N  0.82285  -0.95259  0.50243  -0.15
N  1.50449  -0.83773  -1.90870  -0.85
C  -0.32621  1.18082  1.08072  -0.23
C  0.44003  -0.87584  -0.97936  0.32
C  -0.24848  -0.35125  1.16281  -0.25
H  -1.21839  -0.69334  0.92138  0.19
H  -0.71986  1.60633  1.95845  0.18
H  -0.25389  -0.57896  2.33954  0.18
H  -0.49565  -0.45432  -1.22981  0.20
H  2.39212  -1.06888  -1.45939  0.38
H  -2.08864  1.14872  -0.08410  0.36
H  1.53507  -1.44610  -2.68734  0.38
H  -1.09459  2.46554  -0.22049  0.36
H  0.65597  1.46375  0.98342  0.20

Properties
Lowest unoccupied orbital energy   1.12 eV
Charge   0
Orbital gap   0.3926 Ha
SMILES   NCCN1O[C@@H]1N

***

*Q*
The molecule C3H9N3O, computed with ωB97M-V/def2-TZVPD.

Each line ends with the natural charge from an NBO analysis.
Atoms and positions in Å:
O  1.20399  -1.01069  -0.43121  -0.64
N  1.79262  2.01630  0.78991  -0.79
N  -0.90427  -0.04318  -0.58305  -0.64
N  -1.95970  -1.06654  1.22667  -0.82
C  1.09382  1.43690  -0.54835  -0.32
C  0.50291  0.04244  -0.60750  0.65
C  -1.60018  -1.25085  -0.19894  -0.06
H  -1.62642  0.67634  -0.76476  0.41
H  -2.43868  -1.99149  1.32417  0.35
H  1.94303  1.39789  -1.24956  0.23
H  -0.89325  -2.16775  -0.33477  0.20
H  -2.41234  -1.44954  -0.81370  0.18
H  0.21659  2.07247  -0.80711  0.20
H  -1.06442  -1.08558  1.69628  0.36
H  1.47214  1.48544  1.62147  0.35
H  2.69160  1.43070  0.87170  0.35

Properties
Lowest unoccupied orbital energy   0.84 eV
Charge   0
Orbital gap   0.3904 Ha
SMILES   NCNC(=O)CN

***

Most stable structure, least stable structure: *Q*, *P*.

***

*P*
A structure of composition C4H6Br2O, computed with ωB97M-V/def2-TZVPD.

Each line ends with the natural charge from an NBO analysis.
Atoms and positions in Å:
Br  1.32175  -2.52714  0.32042  -0.01
Br  1.14133  -0.03054  2.34082  -0.07
O  -1.40403  -0.13666  -1.34963  -0.46
C  -0.92125  -0.63658  -0.04634  -0.15
C  0.48585  -0.59422  0.30382  0.11
C  -1.61729  0.60659  -0.08526  -0.09
C  1.45127  0.41744  -0.36531  -0.72
H  -1.63683  -1.13658  0.58071  0.23
H  -1.15505  1.69366  -0.05862  0.22
H  2.45393  -0.01759  -0.47845  0.26
H  -2.62212  0.31947  0.03255  0.21
H  1.20510  0.68529  -1.37908  0.23
H  1.29735  1.35685  0.18437  0.24

Properties
Lowest unoccupied orbital energy   -0.69 eV
Charge   0
Orbital gap   0.3365 Ha

***

*Q*
The molecule C4H6Br2O, computed with ωB97M-V/def2-TZVPD.

Each line ends with the natural charge from an NBO analysis.
Atoms and positions in Å:
Br  2.29551  -0.13943  -0.16137  -0.10
Br  -2.47293  0.00326  -0.15929  0.08
O  -0.05436  0.25338  1.38032  -0.55
C  0.12147  1.97828  -0.36875  -0.65
C  -0.61672  -0.66560  -0.01136  0.21
C  0.34386  0.51714  0.06031  0.24
C  -0.15057  -2.04758  0.05279  -0.73
H  0.81393  -2.06642  -0.47153  0.27
H  -0.79841  -2.85790  -0.20103  0.25
H  -0.77832  2.37696  -0.05801  0.24
H  0.83476  2.59397  0.16144  0.24
H  0.37260  2.12040  -1.36325  0.23
H  0.08918  -2.06647  1.13974  0.29

Properties
Lowest unoccupied orbital energy   0.27 eV
Charge   0
Orbital gap   0.3770 Ha
SMILES   C[C@@]1(Br)O[C@@]1(C)Br

***

Most stable structure, least stable structure: *Q*, *P*.

***

*P*
A cluster of 2 separate species, C4H5N3 in total, computed with ωB97M-V/def2-TZVPD.

Each line ends with the natural charge from an NBO analysis.
Atoms and positions in Å:
N  -1.51431  -1.84063  -0.01876  -0.45
N  -0.99571  -0.26935  1.75395  -0.44
N  1.49983  1.11832  -1.43060  -0.98
C  -0.12074  0.41537  0.99861  0.01
C  -0.63475  -1.08535  -0.70170  0.09
C  -1.63406  -1.31737  1.22428  0.23
C  -0.02428  -0.06772  -0.27670  0.02
H  -2.33799  -1.82053  1.88514  0.19
H  1.81792  0.31571  -1.96473  0.39
H  1.25055  1.86820  -2.07085  0.38
H  2.27366  1.43707  -0.85112  0.38
H  0.41989  1.24627  1.45249  0.20

Properties
Lowest unoccupied orbital energy (alpha / beta)   0.34 / 0.34 eV
Charge   0
Orbital gap (alpha / beta)   0.3123 / 0.3124 Ha
SMILES   C1=C=NC=NC=1.N

***

*Q*
The molecule C4H5N3, computed with ωB97M-V/def2-TZVPD.

Each line ends with the natural charge from an NBO analysis.
Atoms and positions in Å:
N  -1.77271  -0.81166  -1.22006  -0.80
N  -0.66621  0.77135  0.09029  -0.50
N  0.61371  -0.86428  -1.01497  -0.49
C  1.30937  -0.88942  0.01669  0.38
C  -0.66545  -0.26259  -0.65583  0.56
C  0.57383  1.05098  0.83121  -0.27
C  1.30565  -0.23029  1.17964  -0.37
H  1.84904  -0.37991  2.09030  0.24
H  -2.62037  -0.26935  -1.14499  0.40
H  0.35210  1.76268  1.63824  0.23
H  -1.64644  -1.36772  -2.04974  0.40
H  1.36749  1.49021  0.23924  0.22

Properties
Lowest unoccupied orbital energy (alpha / beta)   -0.46 / -0.46 eV
Charge   0
Orbital gap (alpha / beta)   0.2978 / 0.2979 Ha
SMILES   NC1=NCC=C=N1

***

Most stable structure, least stable structure: *Q*, *P*.